Density functional theory data (wB97M-V/def2-TZVPD) for one molecule with the formula C3H2N2O2 in a non-equilibrium geometry.

Last column: Löwdin charge in e.
Atoms and positions in Å:
N  1.560  0.395  -0.124  0.211
C  0.562  -0.236  -0.514  -0.475
O  -0.760  -0.241  -0.106  0.051
C  -1.210  0.694  0.765  -0.277
O  -0.555  1.548  1.291  0.100
C  0.680  -1.320  -1.537  -0.065
N  0.947  -2.297  -0.962  0.237
H  1.314  1.105  0.556  0.064
H  -2.286  0.538  0.897  0.153

Cartesian forces (eV/Å) of the 3 atoms listed first:
-0.5 0.2 -0.3
0.2 1.1 -0.3
0.0 0.3 -0.1

The SMILES is [H]/N=C(/C#N)OC=O. The calculated total energy is -10215.827 eV. For the strongest force on any atom, the calculation gives 1.9 eV/A. The energy above the lowest of the compared OMol25 structures with the same formula, charge and spin comes out at 54.5 kcal/mol. As for the HOMO energy: -11.13 eV. As for the net charge: 0.